{"formula": "C16H21N3O5", "method": "wB97M-V/def2-TZVPD", "species": ["C", "C", "O", "C", "C", "C", "N", "C", "C", "C", "C", "N", "C", "O", "C", "C", "C", "C", "O", "C", "C", "N", "O", "O", "H", "H", "H", "H", "H", "H", "H", "H", "H", "H", "H", "H", "H", "H", "H", "H", "H", "H", "H", "H", "H"], "xyz": [[2.04920, 4.16965, -0.10604], [2.89647, 3.07678, -0.73758], [2.62259, 3.04894, -2.12543], [3.35646, 2.09628, -2.85688], [2.75062, 0.69039, -2.78092], [1.33720, 0.68624, -3.38286], [0.57511, -0.47072, -2.99300], [-0.00105, -0.65773, -1.79472], [-0.06584, 0.37819, -0.83394], [-0.68212, 0.21044, 0.37621], [-1.26332, -1.01666, 0.70838], [-1.89890, -1.19667, 1.98043], [-1.07782, -1.13377, 3.09785], [0.10063, -0.90103, 2.98610], [-1.75377, -1.36208, 4.42713], [-2.95605, -2.28372, 4.29243], [-3.92561, -1.66615, 3.29750], [-3.27569, -1.39538, 1.96295], [-3.89253, -1.32919, 0.93013], [-1.21470, -2.05350, -0.18721], [-0.59537, -1.89784, -1.43209], [-0.57027, -3.03920, -2.26863], [-1.04002, -4.07892, -1.84717], [-0.06309, -2.95237, -3.38664], [2.24694, 4.22091, 0.96074], [2.28287, 5.12779, -0.56139], [0.99404, 3.96289, -0.26387], [3.96635, 3.28243, -0.57767], [2.66629, 2.10747, -0.27178], [3.33617, 2.44715, -3.89287], [4.40045, 2.07248, -2.51424], [3.39467, -0.00969, -3.31318], [2.69628, 0.37147, -1.73828], [1.40005, 0.68876, -4.47246], [0.82228, 1.60032, -3.07539], [0.61684, -1.29374, -3.58861], [0.37548, 1.33236, -1.06530], [-0.71473, 1.02362, 1.08468], [-1.00613, -1.76026, 5.11437], [-2.06862, -0.38660, 4.81093], [-3.44117, -2.41767, 5.26022], [-2.63336, -3.26524, 3.93853], [-4.79141, -2.30514, 3.11787], [-4.29934, -0.71028, 3.67812], [-1.65608, -3.01099, 0.04357]], "forces_ev_per_angstrom": [[0.23, -0.30, -0.26], [-0.01, 0.07, 0.19], [-0.23, 0.19, 0.11], [0.15, -0.38, -0.09], [-0.17, 0.56, -0.04], [0.30, 0.19, 0.31], [0.10, -0.35, -0.65], [-0.18, -0.35, -0.02], [0.04, 0.04, -0.04], [-0.12, -0.35, -0.08], [0.19, 0.00, -0.36], [0.35, 0.03, -0.72], [0.09, -0.04, 0.59], [0.06, 0.01, 0.08], [0.05, -0.20, 0.12], [-0.07, 0.22, 0.06], [-0.09, -0.23, 0.05], [-0.54, 0.07, 0.26], [-0.12, -0.07, 0.01], [0.08, 0.17, 0.06], [-0.06, 0.95, 0.89], [0.02, -0.66, -0.35], [-0.06, -0.15, -0.06], [0.00, -0.11, -0.14], [-0.01, 0.03, 0.13], [0.01, 0.12, -0.01], [-0.13, -0.01, 0.02], [-0.10, -0.07, -0.02], [0.06, 0.06, -0.05], [0.11, -0.04, 0.04], [-0.05, 0.06, -0.08], [0.03, -0.08, 0.02], [0.03, -0.06, 0.01], [-0.06, 0.05, 0.05], [0.00, -0.06, -0.12], [-0.10, 0.30, 0.28], [0.09, 0.13, -0.07], [0.01, 0.09, 0.06], [0.02, 0.11, -0.11], [0.01, 0.01, 0.01], [0.03, -0.05, -0.04], [-0.01, -0.04, 0.04], [0.04, 0.11, -0.08], [-0.01, 0.00, -0.02], [0.00, 0.01, 0.03]], "smiles": "CCOCCCNc1ccc(N2C(=O)CCCC2=O)cc1[N+](=O)[O-]", "energy_ha": -1162.7030, "relative_energy_ev": 3.5920, "charge": 0, "gap_ev": 7.87, "fmax_ev_per_a": 1.30}

***

{"formula": "C16H21N4O4", "method": "wB97M-V/def2-TZVPD", "species": ["C", "C", "N", "C", "C", "C", "C", "C", "C", "C", "N", "C", "O", "C", "O", "N", "C", "O", "H", "H", "H", "H", "H", "H", "H", "H", "H", "C", "C", "C", "O", "C", "N", "H", "H", "H", "H", "H", "H", "H", "H", "H", "H", "H", "H"], "xyz": [[0.02838, 2.63563, -3.53733], [-1.15845, 1.74124, -3.11842], [-2.10222, 2.23065, -2.43176], [-1.17705, 0.26599, -3.58662], [-0.04448, -0.48872, -2.89101], [1.26418, -0.25520, -3.33504], [2.34953, -0.87805, -2.74213], [2.11476, -1.74578, -1.69888], [0.80675, -1.97491, -1.24184], [-0.28989, -1.37431, -1.83711], [-1.59851, -1.71947, -1.33099], [-2.25558, -0.78184, -0.87757], [-3.10411, 0.02283, -0.76752], [0.91560, -2.95015, -0.06184], [0.10808, -3.62675, 0.48453], [2.30957, -2.87176, 0.35053], [3.06954, -2.60939, -0.85251], [4.14759, -2.99143, -1.16297], [0.92614, 2.42835, -2.93206], [-0.20083, 3.70105, -3.44230], [0.28923, 2.35361, -4.57018], [-1.90909, 3.21613, -2.25096], [-2.17014, -0.15369, -3.39786], [-0.95918, 0.31403, -4.66501], [1.39933, 0.43003, -4.17031], [3.37620, -0.72207, -3.07088], [2.44979, -1.99952, 0.86320], [-1.08986, -0.81783, 2.37428], [-0.05092, 0.28181, 2.24102], [0.69759, 0.58330, 3.54045], [-0.13691, 1.32005, 4.41447], [-0.78690, 0.54717, 5.43391], [-0.76140, 1.54964, 1.84790], [-1.94421, -0.50874, 2.97876], [-1.46887, -1.09606, 1.39139], [-0.65884, -1.71015, 2.82594], [0.64975, 0.03460, 1.44130], [1.54836, 1.23398, 3.31260], [1.10024, -0.31971, 4.00058], [-0.21877, -0.34444, 5.69970], [-1.78844, 0.26467, 5.10512], [-0.88638, 1.17629, 6.31592], [-1.47606, 1.41129, 1.12757], [-0.10795, 2.26757, 1.52721], [-1.20558, 1.93006, 2.69675]], "forces_ev_per_angstrom": [[0.05, -1.17, -0.24], [0.59, 0.75, -0.09], [-0.20, -0.39, 0.19], [0.49, 1.01, 0.37], [-0.71, 0.27, -0.59], [-0.24, -0.16, 0.16], [0.73, -0.18, -0.19], [-0.54, -0.53, 0.43], [0.74, -0.85, 0.19], [0.39, -0.63, 0.36], [0.89, 1.39, 0.69], [-2.25, -0.07, -2.41], [1.28, -0.65, 1.44], [0.24, 1.34, -0.44], [-0.24, 0.19, 0.00], [0.80, -0.83, 0.29], [-1.18, 1.20, -1.33], [0.13, 0.01, 0.52], [-0.33, 0.01, -0.13], [-0.11, -0.28, -0.18], [0.04, 0.56, 0.22], [-0.16, -0.01, -0.02], [0.29, 0.05, -0.14], [-0.26, -0.33, 0.27], [0.09, -0.25, 0.20], [-0.28, 0.06, -0.11], [-0.12, -0.41, 0.58], [-0.21, 0.02, -0.19], [-0.15, -0.73, 0.26], [0.14, 0.88, -0.12], [0.15, -0.44, 0.02], [-0.33, 0.19, 0.11], [0.07, 0.44, -0.02], [0.08, 0.04, 0.08], [0.00, -0.14, 0.07], [0.05, 0.03, -0.06], [0.01, 0.12, -0.01], [0.03, -0.02, 0.04], [-0.17, -0.12, -0.10], [0.07, 0.03, -0.09], [0.02, -0.13, 0.06], [0.07, 0.04, -0.06], [0.03, -0.09, -0.04], [-0.03, -0.04, -0.08], [0.04, -0.15, 0.07]], "energy_ha": -1141.9891, "charge": 1, "gap_ev": 8.95, "fmax_ev_per_a": 3.30}

***

{"formula": "C16H21NO", "method": "wB97M-V/def2-TZVPD", "species": ["C", "C", "C", "O", "C", "C", "C", "C", "C", "C", "H", "H", "H", "H", "H", "H", "H", "H", "C", "C", "N", "C", "C", "C", "C", "C", "H", "H", "H", "H", "H", "H", "H", "H", "H", "H", "H", "H", "H"], "xyz": [[-1.90874, -1.07536, -0.38435], [-1.53450, 0.02343, -1.07435], [-0.49913, -0.00140, -2.17417], [0.29294, -0.94596, -2.24354], [-0.33674, 1.13107, -3.16398], [-1.22263, 2.22351, -3.23257], [-1.06519, 3.20657, -4.21106], [-0.02788, 3.14052, -5.14892], [0.86115, 2.06921, -5.09157], [0.72184, 1.08692, -4.09197], [-2.48167, -1.04469, 0.54723], [-1.71762, -2.09698, -0.71301], [-1.86644, 1.05508, -0.82551], [-2.06266, 2.31292, -2.54157], [-1.76205, 4.05398, -4.26856], [0.07141, 3.91837, -5.92328], [1.65379, 2.01300, -5.83353], [1.43874, 0.27839, -4.07743], [0.47590, 0.29676, 3.50526], [-0.45787, 0.27396, 2.29493], [-0.31509, -0.99870, 1.47857], [-0.61659, -2.16063, 2.39924], [0.29634, -2.20093, 3.62253], [1.29936, -1.02217, 3.54421], [2.09613, -1.14721, 2.22178], [1.13109, -1.14339, 1.04273], [1.12361, 1.18719, 3.45206], [-0.12336, 0.41919, 4.42305], [-1.50818, 0.30907, 2.60490], [-0.29950, 1.14046, 1.64138], [-1.66549, -2.05899, 2.69832], [-0.53334, -3.07854, 1.80492], [-0.30442, -2.14438, 4.54358], [0.80751, -3.17543, 3.65999], [1.97702, -1.02850, 4.40894], [2.81750, -0.32404, 2.11124], [2.69061, -2.07268, 2.18725], [1.18019, -2.07793, 0.47127], [1.37395, -0.34171, 0.33600]], "forces_ev_per_angstrom": [[-0.08, 0.70, -0.22], [-0.01, 0.67, -0.69], [0.52, -1.32, 0.42], [-0.83, 0.77, -0.03], [-0.12, 0.54, -0.26], [0.09, -0.09, -0.18], [-0.02, 0.34, -0.19], [-0.23, -0.06, 0.17], [-0.29, -0.11, 0.53], [-0.21, 0.50, -0.49], [-0.20, 0.37, -0.72], [0.51, 0.37, -0.07], [0.10, -1.00, 0.23], [0.27, -0.12, -0.18], [0.26, -0.47, 0.15], [-0.05, -0.48, 0.48], [-0.03, -0.15, 0.25], [-0.15, -0.14, 0.21], [0.36, 0.06, 0.46], [-0.41, -1.07, -1.06], [1.54, -0.15, 1.75], [-0.23, 0.89, -1.06], [0.37, -0.09, 0.52], [-0.22, 0.05, -0.23], [0.44, -0.01, 0.45], [-1.43, 0.06, -0.37], [0.03, -0.42, 0.04], [0.30, -0.20, -0.17], [0.08, 0.01, -0.01], [0.07, -0.29, -0.07], [0.06, -0.02, -0.07], [0.00, 0.20, 0.03], [0.23, 0.12, -0.18], [0.11, 0.37, 0.03], [-0.20, 0.00, -0.23], [-0.20, -0.12, 0.23], [-0.15, 0.19, 0.30], [-0.02, 0.18, 0.09], [-0.28, -0.07, 0.11]], "smiles": "C=CC(=O)c1ccccc1.C1CN2CCC1CC2", "energy_ha": -752.2137, "relative_energy_ev": 2.8881, "charge": 0, "gap_ev": 8.33, "fmax_ev_per_a": 2.33}

***

{"formula": "C16H21NO4", "method": "wB97M-V/def2-TZVPD", "species": ["C", "C", "C", "C", "O", "C", "C", "C", "C", "C", "O", "N", "C", "C", "C", "C", "C", "O", "O", "C", "C", "H", "H", "H", "H", "H", "H", "H", "H", "H", "H", "H", "H", "H", "H", "H", "H", "H", "H", "H", "H", "H"], "xyz": [[-5.82614, -0.56721, -0.94815], [-5.39348, -0.70815, 0.27002], [-5.63567, 0.78153, 1.06094], [-3.92231, -1.03639, 0.52530], [-3.20811, 0.09506, -0.19116], [-1.91837, -0.22030, -0.35811], [-1.05958, 0.40741, -1.14306], [0.30718, 0.56679, -1.10016], [0.95212, -0.56235, -0.60624], [2.39709, -0.69718, -0.47083], [2.88474, -1.85655, -0.80937], [3.09733, 0.45149, -0.41661], [2.90829, 1.76926, 0.05165], [4.10068, 2.02677, 0.98687], [5.36096, 1.42347, -0.06923], [4.68947, 0.27324, -0.63634], [5.00493, -1.12489, 0.36454], [4.64181, -1.06761, 1.39275], [5.76221, -1.97111, -0.43182], [0.15970, -1.49527, 0.39189], [-1.10557, -1.51250, 0.44374], [-6.75932, -0.25644, -1.11513], [-5.63604, -1.48346, -1.46336], [-5.20354, 0.06452, -1.65743], [-6.16098, -1.16310, 1.24488], [-6.70512, 1.06587, 1.10162], [-4.97560, 1.59184, 0.34374], [-5.34235, 0.90735, 1.96237], [-3.97760, -1.88305, 0.23586], [-3.57124, -1.06555, 1.74923], [-1.63619, 1.41693, -1.52589], [0.82850, 1.19386, -1.49259], [2.04644, 1.81901, 0.63270], [2.81066, 2.39877, -0.97850], [4.27799, 3.21187, 0.76105], [4.09658, 1.37349, 1.76474], [6.20028, 1.01888, 0.49803], [5.48602, 1.94887, -0.90581], [4.89982, -0.17125, -1.50787], [5.97642, -2.67558, 0.28508], [0.86039, -2.16148, 0.69224], [-1.71239, -2.12686, 1.06841]], "forces_ev_per_angstrom": [[1.56, -0.68, -9.57], [0.28, 3.75, 15.68], [-0.36, 0.91, -9.20], [-0.88, 11.92, 6.36], [0.04, -3.31, 0.79], [3.12, -5.23, 2.67], [-3.92, 6.97, -1.54], [-3.19, -11.27, 4.65], [-2.67, 0.56, 4.22], [0.58, -2.39, -3.32], [-0.70, 3.69, 1.86], [4.54, -2.69, -1.05], [0.52, 0.67, -1.95], [2.65, 4.34, -8.20], [-2.73, -1.54, 4.54], [-3.96, -4.44, 5.18], [2.53, 4.08, -14.57], [-2.78, -1.54, 11.77], [-0.05, -1.48, 4.34], [4.88, 3.04, -5.26], [-7.01, 3.90, -1.04], [-3.83, 0.95, -0.29], [-0.62, -1.28, -0.87], [-0.30, 0.06, 1.34], [2.22, -0.19, -3.47], [0.41, -0.17, -0.69], [-2.18, -1.91, 2.09], [2.64, 0.10, 6.21], [1.93, -11.00, -4.75], [-1.21, 0.40, -3.61], [1.31, -2.34, 0.28], [5.33, 7.74, -4.94], [-1.91, 0.38, 0.63], [0.41, -0.48, 2.84], [-0.28, -2.68, 2.49], [-0.02, -0.77, 2.99], [0.36, 1.02, -0.22], [1.49, 3.54, -2.48], [0.57, -0.54, -3.88], [-0.04, 0.84, -2.07], [1.38, -2.44, 1.76], [-0.10, -0.49, 0.30]], "smiles": "CC(C)COc1ccc(C(=O)N2CCC[C@H]2C(=O)O)cc1", "energy_ha": -977.5104, "relative_energy_ev": 15.2310, "charge": 0, "gap_ev": 8.84, "fmax_ev_per_a": 16.12}

***

> Look up the charge of the third one.

0

***

> Which of these has the highest charge?

C16H21N4O4

***

> Among the records above, which one has the highest charge?

C16H21N4O4

***

> What is the charge in the second record?

+1